No. 1
The following is a quantum chemistry calculation of a gas-phase ion, C10H15IN4 (charge +2) in a non-equilibrium geometry, from OMol25.

## Properties
SMILES: C[NH2+][C@@]1(I)N=C(C(C)C)c2cncc[n+]21
E_HOMO: -0.6359 hartree
Charge: +2

Each line ends with the natural charge from an NBO analysis.
CARTESIAN COORDINATES (ANGSTROEM)
C1 -2.252 -2.305 0.763  -0.455
N1 -1.608 -1.372 1.758  -0.589
C2 -0.346 -0.841 1.314  0.408
I1 1.217 -1.616 2.856  0.268
N2 0.058 -0.956 0.045  -0.513
C3 0.591 0.055 -0.586  0.398
C4 0.910 -0.020 -2.020  -0.291
C5 2.447 0.259 -2.293  -0.541
C6 0.390 -1.249 -2.749  -0.616
C7 0.611 1.204 0.379  0.138
C8 0.860 2.651 0.270  0.104
N3 0.361 3.473 1.172  -0.286
C9 -0.279 3.033 2.282  0.082
C10 -0.605 1.664 2.426  0.037
N4 -0.151 0.807 1.484  -0.302
H1 -2.426 -1.772 -0.153  0.248
H2 -1.775 -3.215 0.434  0.282
H3 -3.219 -2.677 1.049  0.271
H4 -1.526 -1.907 2.704  0.499
H5 -2.249 -0.576 1.836  0.459
H6 0.473 0.915 -2.386  0.251
H7 3.039 -0.630 -2.087  0.232
H8 2.643 0.967 -1.626  0.183
H9 2.567 0.603 -3.274  0.244
H10 0.613 -2.142 -2.212  0.233
H11 0.898 -1.230 -3.818  0.257
H12 -0.691 -1.170 -3.029  0.234
H13 1.347 2.994 -0.650  0.257
H14 -0.567 3.781 2.929  0.255
H15 -1.329 1.271 3.183  0.254



No. 2
The following is a quantum chemistry calculation of a molecular structure, C12H17AgO8S in a non-equilibrium geometry, from OMol25.

## Properties
E_HOMO: 0.1612 hartree
Charge: -4

Each line ends with the natural charge from an NBO analysis.
CARTESIAN COORDINATES (ANGSTROEM)
Ag1 -1.695 -0.200 1.050  0.557
C1 -5.000 -2.202 3.805  -0.653
C2 -3.693 -2.868 4.368  -0.032
O1 -2.594 -2.388 3.725  -0.926
H1 -5.060 -1.120 3.919  0.177
H2 -5.871 -2.627 4.306  0.134
H3 -5.089 -2.501 2.761  0.190
H4 -3.797 -3.940 4.199  0.082
H5 -3.618 -2.607 5.423  0.071
O2 2.315 -5.169 -1.819  -0.963
C3 1.306 -4.684 -2.789  -0.079
C4 0.409 -3.352 -2.502  -0.131
O3 -0.290 -3.263 -1.222  -0.770
H6 0.726 -5.475 -3.264  0.065
H7 1.860 -4.506 -3.710  0.077
H8 -0.240 -2.902 -3.252  0.081
H9 1.144 -2.548 -2.527  0.119
C5 2.685 2.663 1.450  -0.523
C6 2.761 1.173 1.688  0.449
C7 4.205 0.574 1.435  0.430
O4 4.320 -0.679 1.418  -0.631
C8 5.345 1.541 1.289  -0.542
C9 5.149 2.905 1.272  0.363
C10 3.752 3.466 1.287  0.347
O5 3.400 4.737 1.325  -0.800
O6 6.191 3.728 1.442  -0.805
O7 1.841 0.407 1.874  -0.634
H10 1.664 2.999 1.549  0.175
H11 6.341 1.153 1.443  0.181
C11 -2.577 1.727 -3.517  -0.799
S1 -2.747 3.272 -2.517  1.144
O8 -2.746 2.662 -1.108  -0.952
C12 -1.007 3.891 -2.861  -0.824
H12 -3.469 1.101 -3.527  0.236
H13 -1.652 1.284 -3.150  0.264
H14 -2.425 1.925 -4.578  0.198
H15 -0.750 4.119 -3.895  0.218
H16 -0.297 3.078 -2.705  0.256
H17 -0.797 4.623 -2.082  0.251



No. 3
The following is a quantum chemistry calculation of 2 unconnected molecules or ions with the total composition C4H12NOS in a non-equilibrium geometry, from OMol25.

## Properties
E_HOMO: -0.0881 hartree
Charge: -1

Each line ends with the natural charge from an NBO analysis.
CARTESIAN COORDINATES (ANGSTROEM)
C1 1.241 2.005 0.205  -0.207
N1 1.361 0.771 0.901  -0.644
C2 0.555 -0.391 0.302  -0.255
C3 0.018 -1.467 1.278  -0.556
S1 -1.561 -2.126 0.681  -0.700
C4 -0.079 2.657 0.477  -0.624
H1 1.165 1.672 -0.891  0.118
H2 2.145 2.686 0.253  0.187
H3 2.281 0.387 0.801  0.345
H4 -0.250 0.071 -0.311  0.186
H5 1.094 -0.699 -0.573  0.172
H6 0.769 -2.379 1.411  0.169
H7 -0.018 -1.078 2.353  0.189
H8 -0.866 1.903 0.516  0.237
H9 -0.471 3.403 -0.285  0.191
H10 0.004 3.271 1.401  0.195
H11 0.052 0.962 -3.006  0.473
H12 -0.759 -0.347 -3.366  0.488
O1 -0.014 0.242 -3.635  -0.962



No. 4
The following is a quantum chemistry calculation of 3 unconnected molecules or ions with the total composition C4H11NO2 in a non-equilibrium geometry, from OMol25.

## Properties
SMILES: C=N/C=C/C.O.O
E_HOMO: -0.3081 hartree
Charge: 0

Each line ends with the natural charge from an NBO analysis.
CARTESIAN COORDINATES (ANGSTROEM)
C1 1.288 -1.895 -0.182  -0.020
N1 0.706 -0.993 0.494  -0.447
C2 0.198 0.118 -0.212  -0.090
C3 -0.695 1.017 0.197  -0.148
C4 -0.550 2.523 0.033  -0.646
H1 1.276 -1.987 -1.253  0.158
H2 2.030 -2.569 0.256  0.165
H3 0.821 0.442 -1.045  0.182
H4 -1.596 0.710 0.733  0.200
H5 -0.987 2.950 -0.876  0.214
H6 -0.919 3.032 0.908  0.228
H7 0.521 2.737 -0.108  0.211
O1 -0.470 -0.752 -3.232  -0.952
H8 -0.590 -0.309 -4.070  0.475
H9 -1.324 -1.006 -2.871  0.479
O2 -0.247 -0.106 3.181  -0.957
H10 0.415 0.009 3.867  0.458
H11 0.259 -0.567 2.497  0.489



No. 5
The following is a quantum chemistry calculation of a molecular structure, C31H38BrN7O3S4W in a non-equilibrium geometry, from OMol25.

## Properties
E_HOMO (alpha / beta): -0.2500 / -0.2505 hartree
Charge: 0

Each line ends with the Löwdin charge.
CARTESIAN COORDINATES (ANGSTROEM)
W1 0.101 -0.094 -1.042  1.294
C1 -2.957 3.043 -0.186  0.009
C2 -1.762 2.248 -0.610  -0.208
N1 -1.229 1.233 0.127  -0.093
N2 -1.826 0.889 1.313  0.007
C3 -1.206 0.012 2.120  -0.767
N3 -1.798 -0.391 3.285  0.101
S1 0.345 -0.516 1.692  0.775
C4 -1.053 2.496 -1.808  -0.271
C5 -1.277 3.522 -2.736  0.019
C6 -0.515 3.521 -3.926  -0.071
C7 0.638 2.814 -4.015  0.030
C8 1.109 2.157 -2.750  -0.274
N4 -0.032 1.606 -2.033  -0.205
H1 -3.752 2.423 0.233  0.079
H2 -3.367 3.538 -1.060  0.071
H3 -2.683 3.798 0.555  0.107
H4 -2.749 1.262 1.525  0.151
H5 -2.799 -0.502 3.320  0.105
H6 -1.276 -1.122 3.744  0.090
H7 -2.086 4.222 -2.613  0.109
H8 -0.862 4.108 -4.763  0.110
H9 1.240 2.787 -4.905  0.107
H10 1.512 2.983 -2.101  0.177
C9 4.284 -1.596 -5.560  -0.032
C10 4.962 -0.348 -4.975  -0.550
C11 4.979 0.770 -6.024  -0.055
C12 6.420 -0.685 -4.632  -0.059
C13 4.166 0.064 -3.745  -0.146
C14 3.009 0.825 -3.870  0.005
C15 2.234 1.129 -2.766  -0.172
Br1 -0.098 -1.017 -3.465  0.218
C16 2.587 0.624 -1.481  -0.370
O1 1.721 0.856 -0.473  -0.364
C17 3.824 -0.032 -1.314  -0.132
C18 4.556 -0.303 -2.464  0.030
C19 4.482 -0.316 0.034  -0.530
C20 5.460 0.844 0.282  -0.034
C21 5.242 -1.651 0.019  -0.047
C22 3.511 -0.365 1.212  -0.123
H11 4.841 -1.968 -6.418  0.084
H12 3.267 -1.374 -5.870  0.085
H13 4.235 -2.380 -4.809  0.090
H14 5.628 0.491 -6.852  0.082
H15 5.358 1.691 -5.587  0.091
H16 3.989 0.952 -6.429  0.071
H17 6.976 -0.882 -5.549  0.082
H18 6.486 -1.574 -4.009  0.079
H19 6.897 0.150 -4.121  0.091
H20 2.700 1.176 -4.838  0.100
H21 5.488 -0.822 -2.336  0.096
H22 6.173 0.926 -0.535  0.081
H23 6.002 0.681 1.210  0.085
H24 4.913 1.782 0.357  0.089
H25 6.168 -1.591 -0.546  0.074
H26 4.614 -2.431 -0.402  0.081
H27 5.503 -1.932 1.037  0.082
H28 3.015 0.588 1.377  0.062
H29 4.044 -0.624 2.126  0.086
H30 2.756 -1.134 1.042  -0.031
N5 -8.804 2.236 -0.243  0.103
C23 -7.604 1.803 -0.751  -0.326
C24 -6.814 2.650 -1.536  -0.024
C25 -5.618 2.208 -2.061  -0.086
C26 -5.167 0.928 -1.786  -0.287
C27 -5.919 0.094 -0.974  -0.068
C28 -7.120 0.526 -0.449  -0.022
S2 -3.788 0.291 -2.744  0.593
O2 -4.270 -0.946 -3.299  -0.362
O3 -3.337 1.337 -3.605  -0.287
N6 -2.536 -0.063 -1.721  -0.181
C29 -2.478 -1.268 -1.208  -0.780
S3 -3.636 -2.552 -1.342  1.086
C30 -2.638 -3.499 -0.258  -0.354
C31 -1.520 -2.836 0.076  -0.288
N7 -1.412 -1.566 -0.457  -0.246
H31 -9.229 3.026 -0.701  0.095
H32 -9.451 1.520 0.044  0.095
H33 -7.172 3.645 -1.758  0.111
H34 -5.032 2.831 -2.718  0.108
H35 -5.582 -0.912 -0.788  0.060
H36 -7.710 -0.137 0.169  0.111
H37 -2.935 -4.487 0.030  0.060
H38 -0.717 -3.194 0.698  0.076
S4 1.420 -2.082 -0.919  0.162



No. 6
The following is a quantum chemistry calculation of 2 unconnected molecules or ions with the total composition C3H11FN3O in a non-equilibrium geometry, from OMol25.

## Properties
E_HOMO: -0.5275 hartree
Charge: +1

Each line ends with the natural charge from an NBO analysis.
CARTESIAN COORDINATES (ANGSTROEM)
C1 -0.247 -0.822 -2.595  -0.481
C2 -0.042 1.955 1.667  -0.412
C3 0.711 -0.255 0.841  0.848
N1 0.583 -1.608 0.867  -0.773
N2 -0.587 -0.410 -1.292  -0.222
N3 -0.108 0.532 1.531  -0.549
O1 1.828 0.239 0.350  -0.636
F1 -0.320 1.051 -1.214  -0.316
H1 -0.534 -0.120 -3.379  0.232
H2 0.924 -0.840 -2.584  0.199
H3 -0.460 -1.913 -2.772  0.255
H4 1.098 2.054 1.981  0.206
H5 -0.187 2.329 0.634  0.231
H6 -0.695 2.353 2.320  0.241
H7 1.102 -2.013 -0.046  0.440
H8 -0.278 -2.061 1.112  0.423
H9 -0.809 0.025 2.057  0.418
H10 -1.595 -0.432 -1.332  0.354
H11 1.875 1.185 0.120  0.539



> charge of number 4 (C4H11NO2)?

0